[1]
# C50H51CrN6O2S3

C50H51CrN6O2S3 as an isolated structure (ωB97M-V/def2-TZVPD, the Open Molecules 2025 dataset).

Atoms and positions in Å:
Cr -0.380 0.567 0.374
N 1.206 0.246 1.546
S 2.424 -0.534 1.290
N 2.948 -0.859 -0.188
S 2.008 -0.391 -1.385
N 0.563 -0.149 -1.196
S -2.388 -0.594 -1.852
N -2.139 0.478 -0.717
C -1.960 -2.214 -1.217
C -1.681 -3.228 -2.116
C -1.318 -4.479 -1.634
C -1.239 -4.700 -0.266
C -1.531 -3.672 0.624
C -1.891 -2.420 0.151
C -4.153 -0.749 -1.978
C -4.939 -0.242 -0.954
C -6.317 -0.371 -1.057
C -6.883 -0.988 -2.166
C -6.078 -1.468 -3.192
C -4.699 -1.342 -3.106
C 2.286 -1.664 -2.579
C 3.424 -2.460 -2.556
C 3.578 -3.426 -3.541
C 2.611 -3.580 -4.526
C 1.481 -2.772 -4.536
C 1.312 -1.803 -3.558
C 2.840 1.028 -2.069
C 2.794 2.173 -1.278
C 3.296 3.360 -1.779
C 3.837 3.399 -3.061
C 3.881 2.251 -3.837
C 3.378 1.050 -3.346
C 2.422 -2.179 1.995
C 3.278 -3.176 1.541
C 3.182 -4.448 2.082
C 2.234 -4.718 3.064
C 1.376 -3.719 3.499
C 1.461 -2.442 2.957
C 3.834 0.242 2.032
C 3.723 1.616 2.193
C 4.806 2.321 2.699
C 5.972 1.652 3.046
C 6.061 0.274 2.896
C 4.989 -0.443 2.385
H -1.729 -3.045 -3.184
H -1.088 -5.277 -2.328
H -0.951 -5.674 0.108
H -1.474 -3.849 1.688
H -2.136 -1.615 0.839
H -4.467 0.280 -0.127
H -6.953 0.023 -0.275
H -7.958 -1.082 -2.239
H -6.525 -1.927 -4.064
H -4.062 -1.698 -3.908
H 4.165 -2.324 -1.781
H 4.456 -4.060 -3.540
H 2.740 -4.333 -5.293
H 0.733 -2.897 -5.309
H 0.439 -1.162 -3.534
H 2.336 2.142 -0.296
H 3.252 4.256 -1.173
H 4.225 4.330 -3.454
H 4.304 2.284 -4.833
H 3.416 0.156 -3.954
H 3.987 -2.969 0.751
H 3.843 -5.231 1.735
H 2.161 -5.714 3.482
H 0.633 -3.940 4.257
H 0.794 -1.641 3.256
H 2.795 2.112 1.939
H 4.734 3.394 2.826
H 6.814 2.206 3.440
H 6.967 -0.245 3.180
H 5.061 -1.516 2.279
O -3.446 1.599 1.762
C -2.569 1.181 2.472
O -1.418 0.636 2.176
C -2.777 1.233 3.999
N -1.458 0.814 4.634
C -1.696 -0.421 5.448
C -2.907 -1.047 4.771
C -3.781 0.175 4.467
H -3.038 2.247 4.288
H -0.991 1.558 5.143
H -0.940 0.606 3.747
H -1.935 -0.120 6.466
H -0.795 -1.030 5.457
H -3.396 -1.771 5.419
H -2.612 -1.552 3.849
H -4.291 0.503 5.374
H -4.530 0.002 3.699
C -3.270 3.621 -1.990
N -2.057 3.325 -2.733
C -2.313 2.813 -4.062
C -1.064 2.637 -2.009
C -0.537 3.336 -0.778
C -0.388 4.721 -0.782
C 0.115 5.378 0.332
C 0.473 4.645 1.458
C 0.329 3.262 1.456
C -0.178 2.583 0.344
H -3.880 4.329 -2.550
H -3.025 4.050 -1.020
H -3.857 2.705 -1.815
H -2.952 3.508 -4.606
H -2.822 1.835 -4.040
H -1.375 2.703 -4.606
H -0.254 2.316 -2.671
H -1.527 1.630 -1.595
H -0.674 5.281 -1.665
H 0.222 6.455 0.323
H 0.864 5.150 2.334
H 0.626 2.695 2.333

Properties
Spin multiplicity: 5
Relative energy (zero: lowest compared OMol25 entry of this formula, charge and spin), kJ/mol: 0.0
HOMO-LUMO gap (alpha / beta), eV: 7.444 / 6.517
E, Ha: -4653.5494
LUMO (alpha / beta), eV: -1.97 / -3.10
<S²>: 6.06
Charge: +1

[2]
# C50H51F7I2N5O5P2

A 8-piece molecular cluster, C50H51F7I2N5O5P2 overall at a distorted geometry (ωB97M-V/def2-TZVPD, the Open Molecules 2025 dataset).

Atoms and positions in Å:
C -0.418 -1.431 -4.565
C 0.088 -1.318 -3.009
C -0.651 -0.079 -2.161
N 0.342 0.279 -1.051
N 0.632 -0.481 0.077
C 1.725 0.210 0.920
N 2.281 -0.297 2.095
C 3.382 0.470 2.795
I 5.388 -0.508 2.762
C 3.252 1.783 3.483
C 4.664 2.408 4.122
I 1.307 2.799 3.622
P 1.766 -1.888 2.796
N 2.658 -2.293 4.125
O 0.033 -1.866 3.168
O 2.091 -3.121 1.595
N 2.100 1.523 0.240
C 1.191 1.529 -1.006
P 1.347 3.032 -2.173
O 2.800 2.985 -2.865
O 0.096 3.170 -3.376
O 1.234 4.489 -1.174
H 0.150 -2.372 -5.030
H -1.556 -1.713 -4.554
H -0.145 -0.518 -5.245
H -0.053 -2.311 -2.393
H 1.238 -1.000 -3.046
H -1.672 -0.521 -1.729
H -0.901 0.810 -2.879
H 0.163 -1.391 0.298
H 5.420 2.528 3.206
H 4.528 3.480 4.572
H 5.127 1.670 4.925
H 3.153 -3.189 3.875
H -0.450 -2.384 2.439
H 2.626 -2.735 0.825
H -0.701 3.554 -2.879
H 0.387 4.424 -0.638
F -2.349 -2.779 2.345
C -3.355 -1.904 2.474
C -3.584 -1.301 3.706
C -4.628 -0.386 3.840
C -5.439 -0.091 2.741
C -5.204 -0.705 1.510
C -4.153 -1.612 1.374
H -2.949 -1.549 4.551
H -4.810 0.096 4.797
H -6.256 0.619 2.847
H -5.839 -0.477 0.657
H -3.951 -2.091 0.422
F -1.097 -4.018 -1.738
C -0.662 -5.236 -2.088
C -0.198 -5.451 -3.381
C 0.259 -6.718 -3.744
C 0.238 -7.758 -2.813
C -0.235 -7.534 -1.519
C -0.682 -6.264 -1.152
H -0.197 -4.633 -4.093
H 0.631 -6.894 -4.750
H 0.591 -8.747 -3.098
H -0.254 -8.346 -0.796
H -1.044 -6.070 -0.148
F -3.307 0.305 -2.308
C -4.251 0.102 -3.237
C -5.418 -0.570 -2.892
C -6.403 -0.777 -3.857
C -6.204 -0.318 -5.162
C -5.027 0.351 -5.500
C -4.047 0.568 -4.531
H -5.551 -0.926 -1.875
H -7.322 -1.294 -3.596
H -6.971 -0.483 -5.916
H -4.873 0.704 -6.517
H -3.130 1.094 -4.775
F -4.737 1.593 -8.062
C -3.736 1.487 -8.946
C -2.563 0.838 -8.577
C -1.523 0.723 -9.499
C -1.663 1.269 -10.778
C -2.843 1.923 -11.137
C -3.887 2.028 -10.218
H -2.469 0.428 -7.577
H -0.604 0.211 -9.223
H -0.850 1.183 -11.495
H -2.948 2.350 -12.131
H -4.814 2.525 -10.484
F 4.860 1.270 -8.408
C 5.134 2.061 -7.362
C 4.417 1.905 -6.181
C 4.704 2.725 -5.090
C 5.700 3.700 -5.196
C 6.410 3.852 -6.387
C 6.130 3.024 -7.474
H 3.642 1.148 -6.120
H 4.155 2.606 -4.159
H 5.921 4.342 -4.346
H 7.182 4.614 -6.469
H 6.679 3.123 -8.405
F 3.732 3.983 6.501
C 3.673 3.344 7.677
C 3.107 2.076 7.740
C 3.051 1.409 8.964
C 3.552 2.023 10.114
C 4.114 3.298 10.042
C 4.180 3.960 8.816
H 2.715 1.618 6.837
H 2.617 0.413 9.022
H 3.504 1.504 11.069
H 4.500 3.776 10.939
H 4.622 4.948 8.740
F 0.850 0.250 12.983
C -0.094 0.047 12.054
C -1.261 -0.625 12.399
C -2.246 -0.832 11.433
C -2.047 -0.373 10.128
C -0.870 0.296 9.790
C 0.110 0.512 10.759
H -1.394 -0.982 13.415
H -3.165 -1.350 11.695
H -2.814 -0.539 9.374
H -0.716 0.648 8.773
H 1.027 1.038 10.516

Properties
HOMO-LUMO gap, eV: 5.976
E, Ha: -4562.5313
LUMO, eV: -4.34
Charge: +1

[3]
# C50H51LaN6O4S3

C50H51LaN6O4S3 as an isolated structure at a distorted geometry (ωB97M-V/def2-TZVPD, the Open Molecules 2025 dataset).

Atoms and positions in Å:
La 0.625 0.443 -0.457
C 1.249 1.770 2.630
N 2.257 1.177 1.733
C 2.986 0.106 2.445
C 2.217 -1.194 2.554
N 1.929 -1.766 1.244
C 3.193 -2.188 0.593
C 1.057 -2.916 1.302
C 0.922 -3.692 2.449
C 0.106 -4.816 2.462
C -0.569 -5.183 1.308
C -0.435 -4.417 0.158
C 0.368 -3.273 0.132
S 0.447 -2.299 -1.331
C 3.228 2.161 1.256
C 3.728 3.122 2.128
C 4.707 4.015 1.726
C 5.206 3.938 0.431
C 4.715 2.982 -0.441
C 3.719 2.077 -0.052
S 3.228 0.850 -1.225
H 1.660 2.012 3.615
H 0.431 1.058 2.789
H 0.847 2.671 2.177
H 3.221 0.444 3.462
H 3.932 -0.064 1.938
H 1.275 -1.042 3.087
H 2.832 -1.871 3.162
H 3.760 -2.838 1.274
H 3.790 -1.331 0.307
H 2.960 -2.737 -0.313
H 1.451 -3.426 3.356
H 0.010 -5.401 3.369
H -1.201 -6.063 1.302
H -0.964 -4.687 -0.748
H 3.347 3.183 3.142
H 5.079 4.759 2.420
H 5.972 4.629 0.100
H 5.088 2.916 -1.456
O -6.273 -1.065 3.674
C -6.634 0.163 3.079
N -5.404 0.653 2.500
C -5.410 1.635 1.574
O -6.434 2.204 1.234
C -4.078 1.996 0.944
C -3.809 3.494 1.110
C -2.863 4.104 0.404
C -2.426 1.897 -0.672
N -1.904 1.238 0.561
C -2.808 1.334 1.441
H -7.067 -1.507 3.981
H -7.012 0.871 3.819
H -7.375 0.050 2.289
H -4.578 0.126 2.728
H -4.386 4.026 1.859
H -2.642 5.152 0.568
H -1.975 1.458 -1.546
H -2.630 1.024 2.471
C -5.380 -4.203 0.882
C -5.719 -2.861 0.277
C -7.051 -2.565 0.000
C -7.404 -1.349 -0.562
C -6.426 -0.418 -0.865
C -5.090 -0.685 -0.574
N -4.080 0.232 -0.958
C -3.934 1.658 -0.595
C -4.831 2.508 -1.458
C -4.510 3.428 -2.366
C -3.195 3.959 -2.743
C -2.093 3.974 -1.996
C -2.012 3.377 -0.610
C -0.530 3.341 -0.142
O -0.215 3.922 0.881
O 0.241 2.613 -0.892
C -4.723 -1.918 -0.004
C -3.268 -2.222 0.280
H -6.288 -4.775 1.066
H -4.854 -4.095 1.833
H -4.741 -4.790 0.217
H -7.817 -3.300 0.223
H -8.441 -1.130 -0.789
H -6.695 0.514 -1.344
H -3.180 -0.221 -0.927
H -5.886 2.310 -1.303
H -5.341 3.870 -2.909
H -3.150 4.434 -3.719
H -1.182 4.412 -2.390
H -2.646 -2.172 -0.622
H -3.135 -3.221 0.687
H -2.844 -1.518 1.000
N -0.775 0.096 -2.845
S -2.096 0.284 -3.709
C -1.663 0.170 -5.446
C -2.027 1.214 -6.281
C -1.678 1.161 -7.625
C -0.965 0.076 -8.112
C -0.602 -0.965 -7.263
C -0.952 -0.924 -5.923
C -3.205 -1.136 -3.634
C -4.522 -0.923 -4.020
C -5.432 -1.961 -3.914
C -5.026 -3.193 -3.411
C -3.708 -3.386 -3.020
C -2.785 -2.350 -3.124
H -0.180 -0.617 -3.264
H -2.573 2.061 -5.880
H -1.957 1.971 -8.288
H -0.686 0.039 -9.158
H -0.049 -1.814 -7.646
H -0.685 -1.744 -5.264
H -4.837 0.056 -4.374
H -6.466 -1.802 -4.195
H -5.743 -3.999 -3.313
H -3.392 -4.341 -2.615
H -1.769 -2.479 -2.764

Properties
HOMO-LUMO gap, eV: 7.368
E, Ha: -3791.6613
LUMO, eV: 0.22

[4]
# C50H51N7O2Sc

C50H51N7O2Sc as an isolated structure (ωB97M-V/def2-TZVPD, the Open Molecules 2025 dataset).

Atoms and positions in Å:
Sc 0.204 -0.158 -0.507
C -3.480 5.209 2.786
C -2.515 4.113 2.434
C -2.294 3.032 3.235
C -1.342 2.028 2.907
C -1.249 0.968 3.833
N -0.255 0.163 4.104
C 1.149 0.292 3.710
C 1.661 1.701 3.999
C 3.124 1.879 3.637
N 3.336 1.539 2.237
C 4.478 1.128 1.759
C 4.650 0.637 0.461
C 5.925 0.141 0.092
C 6.152 -0.460 -1.113
C 7.492 -1.014 -1.511
C 5.058 -0.521 -1.999
C 3.792 -0.087 -1.683
C 2.795 0.001 -2.728
N 1.554 0.228 -2.557
C 0.885 0.712 -3.762
C 0.956 2.235 -3.744
C -0.043 2.873 -2.799
N -0.064 2.396 -1.401
C -0.488 3.288 -0.604
C -0.956 3.154 0.783
C -1.809 4.145 1.213
C -0.677 2.035 1.633
O 0.043 1.066 1.246
C 3.513 0.496 -0.405
O 2.346 0.858 -0.050
H -3.989 4.997 3.725
H -4.238 5.328 2.011
H -2.967 6.167 2.893
H -2.836 2.939 4.171
H -2.123 0.798 4.457
H -0.452 -0.559 4.779
H 1.243 0.030 2.658
H 1.698 -0.443 4.299
H 1.534 1.933 5.058
H 1.075 2.433 3.443
H 3.760 1.234 4.248
H 3.420 2.913 3.821
H 2.556 1.496 1.559
H 5.327 1.135 2.440
H 6.737 0.239 0.806
H 8.240 -0.816 -0.745
H 7.841 -0.570 -2.444
H 7.441 -2.093 -1.659
H 5.224 -0.924 -2.994
H 3.197 -0.015 -3.749
H -0.158 0.404 -3.771
H 1.374 0.320 -4.661
H 0.723 2.613 -4.742
H 1.980 2.540 -3.514
H -1.042 2.669 -3.192
H 0.090 3.960 -2.819
H -0.658 4.301 -0.991
H -1.994 4.980 0.542
N 0.004 -1.924 -2.197
C -0.594 -3.143 -1.776
C -1.777 -3.585 -2.347
C -2.363 -4.767 -1.921
C -1.747 -5.511 -0.927
C -0.557 -5.063 -0.370
C 0.050 -3.875 -0.781
C 1.313 -3.410 -0.140
C 2.208 -4.420 0.234
C 3.296 -4.160 1.048
C 3.457 -2.872 1.526
C 2.598 -1.869 1.092
C 1.541 -2.045 0.184
H -0.411 -1.599 -3.060
H 0.999 -2.067 -2.342
H -2.237 -3.005 -3.140
H -3.286 -5.106 -2.371
H -2.187 -6.440 -0.587
H -0.090 -5.639 0.419
H 2.040 -5.433 -0.114
H 3.979 -4.953 1.325
H 4.260 -2.640 2.219
H 2.772 -0.885 1.504
C -2.614 -3.274 2.085
C -1.673 -2.322 1.522
N -0.949 -1.549 1.088
H -2.314 -3.541 3.097
H -2.625 -4.168 1.463
H -3.605 -2.822 2.095
C -3.610 2.405 -4.121
C -3.678 2.845 -2.801
C -3.157 2.075 -1.778
C -2.536 0.840 -2.025
C -2.536 0.394 -3.346
C -3.048 1.168 -4.384
N -2.005 0.075 -0.947
C -3.136 -0.360 -0.193
C -3.974 -1.370 -0.678
C -5.103 -1.778 0.018
C -5.429 -1.195 1.236
C -4.613 -0.188 1.733
C -3.492 0.225 1.024
H -4.016 3.007 -4.923
H -4.145 3.797 -2.574
H -3.219 2.419 -0.752
H -2.169 -0.600 -3.566
H -3.026 0.787 -5.398
H -3.734 -1.828 -1.628
H -5.733 -2.555 -0.396
H -6.315 -1.505 1.776
H -4.869 0.304 2.665
H -2.890 1.039 1.397

Properties
Relative energy (zero: lowest compared OMol25 entry of this formula, charge and spin), kJ/mol: 42.5
HOMO-LUMO gap, eV: 6.073
E, Ha: -3230.3374
LUMO, eV: -3.10
Charge: +1